Density functional theory data (ωB97M-V/def2-TZVPD) for a 2-piece molecular cluster, C12H20O overall in a non-equilibrium geometry.

```
33
Properties=species:S:1:pos:R:3:forces:R:3
H -2.1577 4.1602 2.1104 0.66 1.28 -0.61
C -0.8515 -3.9936 0.7468 0.01 0.35 0.96
H 1.3762 5.3478 1.5822 -0.27 0.50 0.21
C 0.3033 5.3213 1.3623 0.29 1.59 -0.25
H 0.7433 4.1254 -1.0775 -0.32 0.66 0.53
H 0.0903 6.0473 0.5392 0.53 -0.73 0.16
H -1.9931 2.8205 1.1118 0.53 -0.11 0.10
H 3.1953 -2.3015 -2.3490 0.33 -0.29 0.00
H 1.0192 -2.8690 -3.1609 0.57 -0.55 0.62
H -0.1929 -1.0657 -1.7414 0.03 -0.88 0.35
C 0.1570 -4.1406 -0.1553 -0.49 1.37 -1.59
H -2.6790 -3.4355 2.3343 0.24 -0.08 -0.25
H -0.3235 5.8090 2.1253 0.56 -0.75 0.48
C -0.3123 -1.9332 -1.0623 0.14 -0.32 1.49
H -1.0364 4.5231 -0.9753 0.55 0.77 0.71
H 2.8144 -2.9168 -0.7623 0.30 -0.26 0.15
H -1.5931 -0.7366 -0.0766 -0.25 -1.04 1.43
C -0.0855 3.9054 0.9734 -0.54 0.71 -0.30
H 0.6787 -5.0788 -0.2669 0.16 -0.05 0.17
O -2.3114 -2.6101 2.0032 -1.20 1.00 0.42
C -1.5708 -2.7659 0.8923 2.29 -1.73 0.11
C -0.2060 3.9411 -0.5421 -0.38 -1.75 -2.07
C 2.8294 -3.1824 -1.8152 -1.23 0.45 -0.69
H 1.3264 -4.5176 -2.5043 -0.63 0.10 -0.03
H -0.9755 -4.7488 1.5235 -0.26 -0.04 -0.25
H 3.4146 -4.0796 -2.0147 0.31 0.35 0.11
H -0.4923 3.0053 -1.0651 0.19 -0.46 0.96
C -1.3721 3.5261 1.6937 -0.86 -2.36 0.76
C -1.1704 -1.7641 0.0681 -0.97 2.83 -2.65
C 0.4017 -3.0982 -1.1327 -0.24 -2.04 -0.22
C 1.3334 -3.4546 -2.2581 0.90 0.85 -0.13
H 0.7083 3.1676 1.2816 -0.78 0.76 -0.39
H -1.0683 2.9924 2.6115 -0.16 -0.13 -0.31
```
Positions in Å, forces in eV/Å.

Properties
LUMO energy: 0.830 eV
Multiplicity: 1
SMILES: CCc1ccc(O)cc1.CC(C)C
M: 180.29 g mol⁻¹
Strongest force on any atom: 4.00 eV/A
ΔE to the lowest compared entry with this formula, charge and spin: 46.9 kcal/mol

Density functional theory data (ωB97M-V/def2-TZVPD) for C12H21BCuN2 as an isolated structure in a non-equilibrium geometry.

```
37
Properties=species:S:1:pos:R:3:forces:R:3
H -3.2281 -3.7742 2.5946 -0.16 -0.16 -0.17
H 5.1242 4.5735 0.0940 0.00 -0.07 -0.02
C 0.5813 -0.7949 -0.4027 -0.78 0.66 -0.01
H 1.7697 0.2703 -1.7980 -0.09 0.36 -0.06
N -2.3781 -1.8213 1.1430 0.64 0.31 -1.35
C -2.6467 -4.1716 1.7598 0.66 0.56 -0.28
H -3.6076 -3.2363 0.1167 0.25 0.45 -0.32
C 4.5224 3.7600 -0.2774 -0.10 -0.05 0.39
H -4.0105 1.0836 1.7168 -0.59 0.45 -0.33
H -4.2873 1.2216 -0.1945 -0.58 0.16 0.78
H 5.1960 3.5054 -2.3415 -0.16 -0.10 -0.05
H -1.4936 1.4645 0.5185 0.03 -0.23 0.48
H 0.5086 -0.7633 0.6947 0.27 0.00 -0.09
H 2.5299 0.4203 0.6552 -0.13 0.20 0.18
N 3.0224 2.1342 -0.3767 -2.04 -0.64 1.33
C 1.1520 0.5461 -0.9431 0.02 -0.35 0.75
H 1.3617 1.7271 0.8915 0.14 0.23 -0.15
B -1.8541 -0.8598 0.2323 0.26 -0.78 0.01
H -1.8280 -3.5258 -0.0905 -0.20 0.33 -0.26
C -2.3023 0.7146 0.4836 -0.31 0.40 -0.15
H 1.2517 -1.6175 -0.6528 -0.14 0.00 0.07
H 3.3015 3.2313 1.4809 -0.35 -0.41 -0.08
C 4.5374 3.2039 -1.5403 0.72 0.37 -0.90
C 1.9900 1.2328 0.1497 0.76 -1.35 -0.94
C -0.8582 -1.0709 -0.9743 -0.62 0.51 -0.60
C 3.5588 3.0552 0.4479 1.05 1.22 -0.11
H 3.3172 1.5658 -2.4354 -0.07 -0.06 0.12
Cu -4.3798 0.2909 -1.7041 -0.03 -0.39 -0.29
H -0.9385 -2.0347 -1.4801 0.01 -0.03 0.27
H -3.0150 -5.1504 1.4554 0.01 0.10 0.06
C 3.5836 2.1940 -1.6041 0.42 0.31 -0.10
H -1.6079 -4.2685 2.0982 -0.20 -0.25 0.13
C -3.6320 1.0421 0.6910 1.65 -0.23 0.00
H -1.8728 -1.8723 2.0245 -0.69 0.17 0.36
C -2.6169 -3.1700 0.5750 -0.18 -1.40 1.56
H -1.0924 -0.3122 -1.7384 0.37 -0.24 -0.11
H 0.3413 1.2065 -1.2693 0.17 -0.03 -0.14
```
Positions in Å, forces in eV/Å.

Properties
LUMO energy (alpha / beta): -10.934 / -10.938 eV
Expectation value of S²: 0.76
Multiplicity: 2
Charge: +2
M: 267.67 g mol⁻¹
Strongest force on any atom: 2.52 eV/A

Density functional theory data (ωB97M-V/def2-TZVPD) for a 2-piece molecular cluster, C12H21BF3N2O5P overall in a non-equilibrium geometry.

```
45
Properties=species:S:1:pos:R:3:forces:R:3
F -3.1483 -3.2254 0.3379 -0.23 -0.04 -1.74
H 0.9738 1.6395 -1.0577 -1.06 -0.33 0.07
C 3.8696 -1.3953 0.5219 -0.18 -0.59 -0.31
H 4.3388 2.8595 1.4961 0.07 -0.18 -0.10
F -4.0542 -4.9313 -0.6780 0.45 1.45 -0.29
C -2.5317 1.4995 -1.6037 3.09 -0.38 0.84
H 8.0611 2.8828 -0.8318 -0.13 -0.04 -0.01
O -4.6971 -2.9370 -1.3238 1.47 -0.10 -0.18
H 2.9303 -0.8825 0.7255 0.14 0.15 -0.16
C -5.3544 0.0657 0.0261 -0.60 -0.48 -0.28
H -6.1874 -0.6911 -0.0819 0.60 0.89 0.18
H -5.2129 -2.0525 1.4215 0.17 0.84 0.33
H 0.3709 -0.5507 0.0649 -0.90 0.55 -0.39
H -3.5433 -1.7231 -2.7123 -0.55 -0.58 0.70
B -4.1633 -0.4312 -0.9249 0.83 -0.29 0.14
C -1.1756 2.0754 -1.6567 -0.17 -2.20 0.93
C -3.6165 -3.6349 -0.8908 -0.59 -1.93 0.90
C -0.4611 0.0388 -0.3990 0.91 1.08 -0.61
C -0.0889 1.3061 -1.0423 -2.68 -0.57 -0.09
H -5.6146 -1.3046 3.0043 0.64 0.30 -0.82
H 8.0633 1.1092 -0.9060 0.14 0.13 -0.02
H -3.3621 2.0515 -2.0905 0.51 -0.65 0.57
C -2.6775 0.2170 -0.9313 -1.32 1.29 -0.66
F -2.5870 -3.7300 -1.7724 -0.87 0.59 0.96
H -0.9684 3.0443 -2.1651 -0.24 -0.90 0.48
H -4.1642 0.6643 1.6264 -0.22 -0.35 -0.10
C 7.6865 1.9757 -0.3589 0.30 0.24 0.01
H 3.8197 -2.3964 0.9529 0.28 0.06 0.05
P 5.4735 0.7010 0.3802 -6.97 4.95 2.75
O 4.1103 1.0885 -0.1390 0.92 -0.41 -1.01
N -5.0141 0.1260 1.4696 -0.37 -0.45 -0.35
H 4.0307 -1.4819 -0.5528 -0.27 0.03 0.04
H 5.9239 3.3923 2.1007 -0.06 0.04 -0.01
H 8.0440 1.9435 0.6737 0.00 -0.01 -0.01
N -1.6956 -0.5201 -0.3339 0.79 2.15 -1.09
O 5.7640 1.3574 1.8428 0.71 -1.26 0.06
H -3.8752 -1.3904 2.4203 -1.13 -0.10 -0.10
H -5.8005 1.0522 -0.2798 0.48 -0.74 0.03
C -4.3737 -1.6803 -1.9676 -0.60 1.82 -0.55
H -5.2957 -1.3932 -2.5580 0.79 -0.54 0.53
C 5.1664 2.6081 2.1596 0.20 0.57 -0.03
O 6.2540 2.0013 -0.4004 1.71 -2.99 -0.45
H 4.7925 2.5582 3.1822 0.09 -0.16 -0.03
O 4.9339 -0.6963 1.1475 2.99 -0.53 -0.78
C -4.9438 -1.2096 2.1043 0.88 -0.34 0.61
```
Positions in Å, forces in eV/Å.

Properties
LUMO energy: -2.159 eV
Multiplicity: 1
SMILES: CNCB(COC(F)(F)F)c1ccccn1.COP(=O)(OC)OC
M: 372.09 g mol⁻¹
Strongest force on any atom: 8.98 eV/A

Density functional theory data (ωB97M-V/def2-TZVPD) for C12H21BrGeNO5PdS as an isolated structure.

```
43
Properties=species:S:1:pos:R:3:forces:R:3
H 3.6660 -0.7254 2.8982 0.00 -0.01 0.01
C -2.1002 -3.4106 1.8248 0.01 -0.03 0.00
C 0.0429 -0.8241 -3.4499 0.03 0.04 -0.03
O 1.0425 1.7999 0.0536 0.44 0.14 0.19
C 3.2197 -1.6498 2.5287 0.04 0.06 0.05
H 2.7352 -2.1596 3.3634 -0.02 0.00 -0.02
Pd -0.0394 0.0867 0.3856 0.58 -0.39 -0.56
H -2.1945 -3.8954 2.7863 0.00 -0.01 -0.01
H 2.8916 -0.1918 -0.4228 0.06 0.02 -0.04
C 1.2140 -0.5704 1.8518 -0.08 0.11 0.37
H 4.3686 0.8050 -0.5278 0.00 0.04 0.01
O 2.8924 3.3031 -0.2415 0.12 0.10 0.04
H -3.4799 -4.7064 0.7885 0.00 0.00 0.00
H -2.5716 2.2628 -4.1197 0.02 0.00 0.02
O 2.9274 1.7278 1.6501 0.11 0.02 0.31
C -1.7835 -2.0940 -0.5277 0.22 -0.06 -0.07
H 3.9839 -2.2911 2.0914 0.00 0.01 -0.01
Br -3.5380 -3.7250 -2.0304 -0.01 -0.01 -0.02
C -1.3208 0.8637 -1.0878 -0.42 0.26 0.21
H -1.7085 1.2149 -5.2567 -0.02 0.00 0.00
H 3.0928 0.9865 -1.7645 0.00 -0.01 0.04
C -2.8101 -3.8598 0.7261 -0.01 -0.01 -0.02
H 0.9595 2.3068 -4.2987 0.01 -0.01 0.01
C 3.2969 0.7745 -0.7173 0.01 -0.02 0.01
Ge -0.6941 0.9412 -2.9144 0.22 -0.20 0.01
H -0.7466 -1.5141 -3.7606 0.00 0.00 0.03
H -2.3221 0.4064 -1.0939 0.00 0.07 0.05
C 0.7065 2.2725 -3.2362 -0.04 0.00 0.02
H 1.5969 2.0321 -2.6586 -0.05 0.06 -0.05
H -1.6282 -1.5511 -1.4472 -0.03 -0.03 0.03
C -1.2573 -2.3211 1.6975 0.04 0.10 0.04
C -2.1215 1.2765 -4.2467 -0.02 0.02 0.05
H 0.3829 3.2646 -2.9202 -0.01 -0.01 0.01
C -2.6293 -3.1845 -0.4659 0.03 -0.02 0.05
H 0.5921 -1.2728 -2.6190 0.01 0.01 0.00
H -0.6912 -1.9472 2.5384 0.02 0.08 0.00
N -1.1026 -1.6623 0.5421 -0.44 0.03 -0.03
H -1.4542 1.8921 -0.7306 -0.07 0.05 -0.15
S 2.5232 2.0161 0.2996 -0.60 -0.20 -0.60
H -2.9134 0.5301 -4.1527 0.00 -0.01 0.00
O 2.2974 -1.3582 1.4836 -0.19 0.09 -0.01
O 1.0285 -0.3530 3.0327 0.08 -0.29 0.05
H 0.7334 -0.7135 -4.2895 -0.02 0.00 -0.01
```
Positions in Å, forces in eV/Å.

Properties
LUMO energy: 2.244 eV
Multiplicity: 1
Charge: -1
M: 550.30 g mol⁻¹
Strongest force on any atom: 0.90 eV/A
ΔE to the lowest compared entry with this formula, charge and spin: 19.3 kcal/mol